[1]
16
Properties=species:S:1:pos:R:3 method="wB97M-V/def2-TZVPD" energy_ev=-20361.195 homo_ev=-9.3298 de_lowest_ev=2.393 homo_lumo_gap_ev=9.9943 spin_multiplicity=1
C 2.138 -1.385 -0.082
C -0.614 0.452 -0.133
C 0.624 0.797 0.235
C -1.643 1.364 -0.863
C -1.159 -0.923 0.127
C 1.940 -0.512 0.923
N 2.457 -2.061 -0.918
Cl 1.309 2.310 0.119
H -2.387 1.516 -0.137
H -1.079 2.406 -0.989
H -1.982 0.893 -1.750
H -1.713 -1.345 -0.653
H -1.713 -1.168 1.098
H -0.294 -1.550 0.098
H 1.292 -0.846 1.742
H 2.826 0.054 1.183

---

[2]
20
Properties=species:S:1:pos:R:3 method="wB97M-V/def2-TZVPD" energy_ev=-11518.950 homo_ev=-9.0394 smiles="CC(C)(O)C=O.CO" de_lowest_ev=3.816 homo_lumo_gap_ev=9.7185 spin_multiplicity=1
C -1.252 -0.824 -1.084
C -0.712 0.349 -0.252
C -1.319 1.643 -0.788
O -1.073 0.202 1.129
C 1.096 0.899 -0.141
O 1.619 1.440 -1.067
H -2.347 -0.799 -1.133
H -0.828 -0.807 -2.091
H -0.994 -1.784 -0.630
H -0.971 1.858 -1.801
H -2.414 1.585 -0.823
H -1.062 2.495 -0.154
H -2.039 0.225 1.208
H 1.162 1.148 0.925
C 2.124 -1.376 1.379
O 1.646 -1.046 0.078
H 1.556 -0.846 2.150
H 2.055 -2.453 1.545
H 3.185 -1.123 1.454
H 0.568 -0.785 0.096

---

[3]
18
Properties=species:S:1:pos:R:3 method="wB97M-V/def2-TZVPD" charge=+1 energy_ev=-72643.340 homo_ev="-11.7363 / -11.7361" de_lowest_ev=1.960 homo_lumo_gap_ev="6.9012 / 6.8996" spin_multiplicity=1
C -0.100 -0.501 0.810
C 0.914 1.712 -0.925
C -1.425 -0.067 0.246
C -2.168 -0.975 -0.461
N 3.242 -0.045 1.043
N -3.288 -0.781 -1.227
Se 1.203 -0.008 -0.594
H 0.229 0.145 1.611
H 0.123 -1.635 1.060
H 0.336 2.259 -0.254
H 1.321 2.304 -1.735
H -1.464 0.975 0.369
H -1.888 -2.013 -0.537
H 4.033 0.066 0.371
H 3.172 -0.895 1.705
H -3.711 0.102 -1.195
H 3.097 0.919 1.492
H -3.625 -1.565 -1.778